186
Properties=species:S:1:pos:R:3:forces:R:3:mulliken_charge:R:1 method="wB97M-V/def2-TZVPD" smiles=CCN(CC)CC.CCN(CC)CC.CCN(CC)CC.CCN(CC)CC.CCN(CC)CC.CCN(CC)CC.CCN(CC)CC.C1CCOC1.C1CCOC1.CO homo_energy_ha=-0.29436 gap_ev=8.3
C 10.534578 -2.681643 1.984673 0.59 0.78 0.06 -1.290
C 10.538315 -2.786068 0.455843 -0.74 -1.07 0.73 -0.554
N 9.555775 -3.854920 0.106099 -0.08 1.17 -1.22 0.099
C 8.158781 -3.389070 0.258810 0.40 -1.50 0.31 -0.435
C 7.205357 -4.606275 0.121389 -0.69 0.68 0.62 -1.249
C 9.792403 -4.275060 -1.302498 1.12 -0.89 1.16 -0.490
C 10.866043 -5.393159 -1.321392 -0.21 0.39 -0.37 -1.229
H 11.441947 -2.200219 2.349376 0.22 -0.05 -0.05 0.413
H 10.467147 -3.662868 2.454508 -0.04 0.01 -0.19 0.331
H 9.745445 -2.039285 2.375495 -0.27 -0.18 -0.15 0.311
H 10.330634 -1.839340 -0.042828 -0.42 0.34 0.02 0.358
H 11.524505 -3.048593 0.072940 0.00 -0.43 0.20 0.404
H 7.985839 -2.981324 1.254768 0.43 -0.13 0.15 0.347
H 7.889561 -2.563811 -0.400400 -0.03 0.02 -0.56 0.291
H 6.381922 -4.355478 0.790091 -0.55 -0.06 -0.36 0.394
H 6.808509 -4.820833 -0.870871 0.10 0.25 -0.02 0.344
H 7.543583 -5.551681 0.545551 0.75 0.21 -0.10 0.305
H 10.192965 -3.437055 -1.872930 -0.27 0.22 -0.35 0.277
H 8.900112 -4.672662 -1.786059 -0.11 0.26 0.22 0.380
H 11.865472 -5.030797 -1.080692 -0.02 0.21 0.00 0.286
H 10.901685 -5.778116 -2.340519 0.16 -0.26 0.00 0.404
H 10.666434 -6.200723 -0.617041 -0.34 0.05 -0.11 0.303
C 2.727344 2.230333 -7.791221 0.38 0.01 -0.25 -1.376
C 2.098596 1.458979 -6.698747 -1.03 -0.79 -0.14 -0.395
N 2.055895 0.004591 -7.011518 1.09 1.28 1.30 -0.062
C 1.164964 -0.304754 -8.108502 0.62 -0.48 -0.50 -0.389
C 1.205619 -1.797947 -8.551944 -0.85 0.40 0.04 -1.420
C 1.685887 -0.707108 -5.802454 0.35 -1.25 0.05 -0.486
C 2.646949 -0.586356 -4.576379 -0.91 0.07 -0.87 -1.301
H 2.843573 3.265926 -7.471621 0.20 0.02 -0.27 0.415
H 2.109621 2.177425 -8.687727 0.37 0.18 -0.15 0.286
H 3.678156 1.708576 -7.900014 0.30 0.56 -0.70 0.351
H 2.639010 1.687912 -5.780242 -0.05 -0.57 0.06 0.360
H 1.074514 1.811899 -6.577084 -0.50 0.12 0.40 0.361
H 0.179668 0.091208 -7.862547 -0.73 -0.45 -0.01 0.429
H 1.449032 0.246742 -9.004744 0.33 0.20 0.21 0.301
H 2.181287 -2.279110 -8.483735 0.13 0.40 0.14 0.357
H 0.487424 -2.432797 -8.033033 0.05 0.06 0.25 0.338
H 0.896803 -1.838056 -9.596509 0.06 -0.01 -0.09 0.414
H 1.605727 -1.739273 -6.143486 0.27 -0.31 0.45 0.414
H 0.665496 -0.488967 -5.487330 -0.41 0.49 0.21 0.347
H 3.689908 -0.648434 -4.886993 -0.04 0.13 0.05 0.317
H 2.438234 -1.380809 -3.859879 0.00 -0.14 -0.14 0.409
H 2.429382 0.341719 -4.047756 0.36 0.09 -0.03 0.329
C -9.857488 1.225789 -7.733095 0.41 -0.08 0.37 -1.389
C -8.930454 0.554988 -6.719472 -0.48 0.22 -0.39 -0.366
N -7.744501 1.285435 -6.337663 1.25 0.37 0.29 -0.034
C -7.912864 2.724958 -6.063907 -1.10 -0.89 0.30 -0.813
C -8.855685 2.959798 -4.856902 0.88 1.21 -0.70 -0.906
C -7.146639 0.541914 -5.208619 0.09 0.13 -0.82 -0.451
C -5.870165 1.111250 -4.655813 0.54 0.61 0.60 -1.385
H -10.622094 0.507673 -8.029376 -0.06 0.08 0.01 0.420
H -9.290511 1.506268 -8.620763 -0.07 0.14 -0.03 0.324
H -10.340595 2.099910 -7.296503 -0.05 0.05 -0.21 0.280
H -9.478160 0.325059 -5.805543 -0.57 -0.25 0.14 0.389
H -8.620914 -0.391250 -7.163220 0.17 -0.16 0.16 0.388
H -6.950024 3.194485 -5.862489 0.06 -0.27 0.02 0.364
H -8.285632 3.206953 -6.967689 -0.11 -0.04 0.00 0.397
H -8.393895 2.466012 -4.001896 -0.63 -0.06 0.17 0.261
H -8.834637 4.034196 -4.674377 0.04 0.14 0.32 0.403
H -9.911021 2.755938 -5.038067 0.18 -0.63 0.11 0.266
H -6.963319 -0.458390 -5.600909 0.14 -0.13 0.05 0.442
H -7.849191 0.395157 -4.388259 -0.39 0.10 0.22 0.376
H -5.056773 1.174912 -5.378593 -0.03 -0.27 -0.03 0.344
H -5.556943 0.575280 -3.759861 0.18 -0.58 -0.28 0.391
H -5.955171 2.110022 -4.227645 -0.43 0.30 -0.30 0.299
C 1.875866 -4.784818 6.469711 0.35 0.22 0.04 -1.211
C 2.247141 -3.683222 7.442691 0.34 1.14 -0.40 -0.507
N 3.176307 -2.647419 6.932548 -0.03 0.46 -0.71 0.225
C 3.231345 -1.433490 7.772340 -0.07 0.13 -0.37 -0.538
C 3.955603 -0.179792 7.185573 0.54 -0.92 0.27 -1.210
C 4.521946 -3.100926 6.471555 -1.65 -0.01 0.62 -0.724
C 5.400447 -3.504974 7.625078 0.97 -0.44 0.12 -1.014
H 1.398986 -4.334267 5.599256 -0.15 -0.20 -0.01 0.233
H 1.189832 -5.419814 7.030269 -0.13 -0.21 -0.40 0.395
H 2.713910 -5.385656 6.116482 0.03 -0.05 0.14 0.325
H 1.307121 -3.158173 7.612420 0.00 0.18 0.29 0.344
H 2.534241 -4.110116 8.403648 0.34 -0.10 0.29 0.359
H 3.681504 -1.699649 8.728695 0.31 0.25 0.37 0.375
H 2.221186 -1.109239 8.022411 -0.24 -0.28 -0.16 0.395
H 5.020731 -0.379779 7.068952 0.13 -0.12 -0.09 0.283
H 3.935866 0.645832 7.896950 -0.37 -0.05 0.07 0.383
H 3.616274 0.181134 6.214655 -0.40 -0.24 0.07 0.268
H 4.326239 -3.937569 5.800864 0.26 0.11 -0.16 0.363
H 4.952933 -2.262457 5.924458 0.08 -0.26 -0.19 0.351
H 5.814902 -2.616874 8.102153 -0.15 -0.13 0.39 0.253
H 4.910167 -4.172128 8.334036 -0.35 0.38 0.20 0.265
H 6.257374 -4.110051 7.329024 0.19 0.15 -0.42 0.391
C -1.760760 -10.836904 -3.953705 0.56 0.25 -0.64 -1.248
C -0.885934 -9.625348 -3.619793 -1.01 0.28 1.01 -0.524
N -1.669571 -8.370674 -3.504909 -0.33 0.11 -1.47 -0.009
C -0.771464 -7.400160 -2.888567 -0.33 -0.09 1.73 -0.427
C -0.835381 -7.541926 -1.318600 -0.07 0.38 -0.59 -1.228
C -2.147021 -7.887707 -4.857854 0.03 -0.24 0.25 -0.309
C -3.149286 -6.740841 -4.820389 0.05 0.37 0.83 -1.264
H -2.659668 -10.877193 -3.338527 0.10 0.19 0.02 0.304
H -1.217691 -11.773955 -3.830776 0.11 0.04 0.10 0.420
H -2.044784 -10.794568 -5.005202 -0.24 -0.09 0.01 0.304
H -0.455958 -9.766671 -2.628208 -0.05 -0.17 0.09 0.346
H -0.010815 -9.436065 -4.241433 0.03 -0.41 -0.71 0.389
H 0.250498 -7.543610 -3.239448 0.34 -0.01 -0.09 0.296
H -1.034467 -6.370657 -3.131561 -0.20 -0.10 -0.05 0.369
H -1.843557 -7.302694 -0.980311 -0.05 0.06 -0.11 0.291
H -0.612797 -8.526100 -0.906347 0.07 -0.18 -0.45 0.309
H -0.153665 -6.861416 -0.808444 0.09 0.18 -0.19 0.395
H -2.599827 -8.668025 -5.469565 0.13 -0.52 0.52 0.316
H -1.287444 -7.556689 -5.440648 0.38 0.12 -0.17 0.288
H -3.574515 -6.449440 -5.780780 0.53 -0.15 -0.28 0.395
H -2.633320 -5.884548 -4.386066 -0.31 0.31 -0.10 0.273
H -4.034148 -6.927803 -4.211984 0.18 -0.34 0.30 0.315
C -5.980654 1.501706 2.475571 -0.48 0.34 -0.21 -1.387
C -6.153817 0.823032 3.812078 0.58 -1.48 0.04 -0.309
N -6.122024 -0.680323 3.753223 0.17 0.81 -0.01 0.035
C -6.111187 -1.244147 5.129576 -0.36 -0.36 -1.05 -0.775
C -7.445589 -1.178268 5.883526 0.55 -0.35 0.71 -1.020
C -7.056331 -1.281604 2.766794 0.23 0.18 0.65 -0.302
C -6.817393 -2.753112 2.448804 0.17 -0.04 -0.27 -1.311
H -5.886894 2.580201 2.602684 0.09 0.05 0.21 0.421
H -6.871023 1.380262 1.858659 0.14 -0.14 -0.23 0.361
H -5.088045 1.166326 1.947490 -0.11 -0.21 -0.01 0.312
H -5.283009 1.082455 4.414156 -0.07 0.08 0.26 0.337
H -7.043869 1.165572 4.339885 -0.25 0.27 -0.06 0.260
H -5.723848 -2.257120 5.020159 -0.41 -0.31 0.15 0.382
H -5.336419 -0.776620 5.737227 0.01 0.51 -0.27 0.417
H -7.318086 -1.534768 6.905654 0.34 -0.15 0.15 0.425
H -7.751488 -0.143804 6.039771 -0.42 -0.07 -0.49 0.272
H -8.214793 -1.848888 5.500506 -0.15 0.47 -0.45 0.258
H -6.969634 -0.723616 1.834476 0.20 0.02 0.09 0.301
H -8.102732 -1.170078 3.050886 -0.35 0.13 0.36 0.323
H -5.922333 -2.879755 1.839767 0.26 -0.03 0.31 0.302
H -7.619226 -3.140620 1.820321 -0.24 0.15 0.04 0.379
H -6.779277 -3.405941 3.320850 0.14 0.13 0.07 0.321
C -0.275853 5.946079 -1.265959 -0.50 1.16 0.26 -1.320
C -0.949125 7.134977 -0.475670 0.16 -0.39 -1.12 -0.384
N -1.684510 8.079899 -1.349487 0.14 0.98 0.08 -0.026
C -2.393050 9.113126 -0.525057 1.39 -0.22 -1.07 -0.429
C -1.393202 9.996442 0.283799 -1.36 -0.46 0.23 -1.330
C -2.510824 7.508754 -2.422956 0.35 0.21 0.57 -0.387
C -3.106498 8.519023 -3.396011 0.25 0.35 -0.43 -1.390
H -1.101322 5.387854 -1.707634 0.38 -0.35 -0.07 0.323
H 0.381256 5.290930 -0.694028 -0.47 0.06 0.54 0.375
H 0.393517 6.308111 -2.046336 -0.30 0.29 -0.25 0.345
H -1.645643 6.725239 0.255836 -0.14 -0.34 0.34 0.348
H -0.216861 7.728757 0.071423 0.10 -0.18 -0.06 0.332
H -2.974174 9.743380 -1.198232 0.14 -0.02 -0.06 0.337
H -3.116417 8.614108 0.119781 -0.12 0.00 0.51 0.348
H -0.557029 10.415930 -0.275592 0.03 -0.55 -0.15 0.308
H -1.932016 10.860640 0.672332 -0.17 0.03 0.07 0.435
H -1.102449 9.417725 1.160527 0.54 0.23 -0.06 0.332
H -3.324214 6.917885 -2.001779 -0.37 -0.39 0.09 0.310
H -1.872238 6.834680 -2.993858 -0.09 0.02 0.02 0.372
H -3.947917 9.109535 -3.033513 -0.04 -0.23 0.22 0.344
H -3.429714 8.011095 -4.304654 -0.21 -0.21 0.11 0.401
H -2.371447 9.238667 -3.756446 0.29 0.02 0.24 0.355
C 6.944379 5.289930 3.189811 0.96 0.62 -0.47 -0.527
C 7.552288 3.964915 2.797144 -0.55 -1.43 1.18 -0.565
C 7.028098 3.733766 1.392055 1.42 0.43 0.25 -0.354
O 6.897922 5.052183 0.873385 -0.87 0.36 -0.87 -0.406
C 7.231211 6.005054 1.855401 -0.54 0.23 1.11 -0.434
H 7.457097 5.754654 4.031977 0.00 0.03 -0.01 0.315
H 5.884795 5.213937 3.433937 -0.05 0.01 -0.26 0.278
H 7.217951 3.175780 3.470633 0.08 -0.20 0.03 0.312
H 8.641363 3.963814 2.841928 0.00 0.27 -0.11 0.269
H 6.112414 3.142488 1.394321 -0.21 0.32 -0.29 0.290
H 7.807475 3.263263 0.792629 -0.27 -0.48 -0.13 0.244
H 6.675635 6.937103 1.751885 -0.25 -0.17 -0.42 0.314
H 8.289529 6.260514 1.802359 0.26 0.00 -0.01 0.267
C -2.289027 6.570392 8.557395 -0.45 -0.26 1.55 -0.484
C -1.704783 5.199527 8.370261 0.91 -0.85 0.14 -0.615
C -1.294002 5.195248 6.889010 -0.31 0.46 1.99 -0.366
O -2.212048 6.118780 6.326160 -0.72 0.73 -1.20 -0.407
C -3.070846 6.777225 7.323988 0.73 -0.84 -0.73 -0.393
H -1.524097 7.336542 8.683911 0.02 -0.06 0.08 0.285
H -2.931993 6.498041 9.434572 0.03 0.61 0.20 0.292
H -2.412375 4.398745 8.585096 -0.28 0.14 -0.02 0.281
H -0.873733 5.064710 9.062572 0.17 -0.22 -0.14 0.324
H -1.315526 4.196743 6.452362 -0.36 0.18 -0.33 0.274
H -0.261749 5.545307 6.894127 0.09 0.35 -0.71 0.268
H -4.032609 6.268417 7.389099 -0.10 -0.13 -0.24 0.263
H -3.252359 7.832600 7.120652 0.27 -0.13 -0.59 0.277
C 0.054510 -0.859323 2.449937 -1.18 -0.34 0.24 -0.526
O 1.437730 -0.916565 2.490853 1.25 0.29 -0.54 -0.480
H -0.362319 -1.866387 2.436555 -0.27 -0.16 0.37 0.246
H -0.324784 -0.279167 3.291151 -0.33 -0.08 0.08 0.229
H -0.348132 -0.414804 1.539776 0.64 0.31 -0.13 0.233
H 1.723614 -1.219794 3.355673 -0.09 -0.04 0.02 0.293